Formula: C52H51CrF9N2PSi
Source: the OMol25 dataset
Level of theory: ωB97M-V with the def2-TZVPD basis set

The calculation puts the orbital gap (alpha / beta) at 6.469 / 7.218 eV. The energy relative to the best compared isomer or geometry (same formula, charge and spin) is 0.0 kcal/mol. Its LUMO energy (alpha / beta) is -0.2711 / -0.2258 Eh. As for the calculated total energy: -4695.33693 Eh. The max |F| comes out at 1.6 eV Å⁻¹. The multiplicity is 4. As for the net charge: +2. For the HOMO energy (alpha / beta), the calculation gives -13.85 / -13.36 eV.

Last column: Mulliken charge in e.
Geometry (Å):
Cr -0.08758 -0.11364 0.00284  2.20
C 4.48058 0.41383 -0.26087  -1.74
C 3.13330 1.05861 -0.37795  0.68
C 2.75879 2.08712 0.49233  -0.40
C 1.49739 2.66401 0.42977  -0.23
C 1.14498 3.83675 1.29567  -1.71
C 0.58853 2.20991 -0.54654  0.23
C 1.02206 1.35148 -1.57868  -0.55
C 0.49462 1.53847 -2.97865  -1.11
C 2.25248 0.69899 -1.40267  -0.16
H 5.24790 1.15641 -0.04384  0.49
H 4.75564 -0.10680 -1.17629  0.35
H 4.49260 -0.31507 0.55454  0.26
H 3.47964 2.45682 1.21375  0.47
H 1.47255 4.75138 0.79504  0.43
H 1.65055 3.79811 2.25902  0.40
H 0.06999 3.92433 1.45209  0.41
H -0.30966 2.79699 -0.71986  0.63
H 1.23354 2.15637 -3.49527  0.45
H -0.44600 2.07693 -2.99021  0.35
H 0.38719 0.62346 -3.54776  0.11
H 2.61594 0.06449 -2.20372  0.62
N -1.85151 0.79614 1.02358  -0.66
C -2.08980 1.06244 2.47548  -1.50
C -1.53270 -0.06674 3.33092  1.17
C -0.20603 0.27096 4.00838  -1.08
C 0.82784 0.86292 3.07137  -0.49
N 1.17822 -0.05313 1.95161  0.07
H -2.04228 1.65834 0.52001  -0.13
H -2.59190 0.15385 0.72784  -0.27
H -3.16341 1.16849 2.63121  0.43
H -1.63477 2.01804 2.73622  0.55
H -1.39984 -0.92953 2.67613  -1.44
H -2.25427 -0.35567 4.09488  0.81
H 0.19845 -0.62792 4.48000  -0.01
H -0.37442 0.99352 4.80975  0.60
H 1.72073 1.11217 3.64938  0.58
H 0.45526 1.78875 2.63725  -0.32
H 1.35578 -0.96852 2.36006  -0.26
H 2.07526 0.26249 1.59658  -0.03
C -5.71556 -2.41311 0.37487  -1.00
C -4.47524 -2.59272 0.97222  -1.14
C -3.34221 -2.05870 0.37910  1.03
C -3.40777 -1.34122 -0.81920  0.17
C -4.67276 -1.15270 -1.39041  -0.46
C -5.81118 -1.68883 -0.80388  -0.96
Si -1.90612 -0.63360 -1.73990  2.82
C -1.23229 -1.88513 -2.98338  0.53
C 0.12530 -2.10589 -3.22181  0.29
C 0.55386 -3.02765 -4.16590  -0.84
C -0.37903 -3.75454 -4.89209  -0.94
C -1.73407 -3.56556 -4.65779  -0.95
C -2.15601 -2.64276 -3.71098  0.15
C -2.61757 0.83958 -2.69368  0.78
C -2.67807 0.77327 -4.08945  -0.26
C -3.24588 1.79825 -4.83439  -0.89
C -3.75452 2.92253 -4.20183  -0.69
C -3.70680 3.00965 -2.81754  -0.94
C -3.15029 1.97725 -2.07806  -0.26
H -6.60307 -2.83319 0.82881  0.45
H -4.39502 -3.15434 1.89525  0.55
H -2.38519 -2.20642 0.85878  -0.58
H -4.76902 -0.58612 -2.30898  0.55
H -6.77581 -1.53795 -1.27021  0.49
H 0.86818 -1.58076 -2.63402  0.22
H 1.61123 -3.18377 -4.33943  0.53
H -0.05051 -4.47025 -5.63364  0.44
H -2.46406 -4.14202 -5.21130  0.54
H -3.21816 -2.51965 -3.52713  0.37
H -2.27151 -0.08460 -4.61002  0.39
H -3.28770 1.71531 -5.91252  0.45
H -4.19208 3.72371 -4.78191  0.42
H -4.11375 3.87742 -2.31464  0.48
H -3.16776 2.06468 -0.99866  0.54
F 5.26314 -6.08533 -2.22954  -0.24
C 5.49859 -5.02781 -1.44519  0.66
F 6.30815 -5.42757 -0.45699  -0.25
F 6.15656 -4.11588 -2.17100  -0.28
C 4.20700 -4.47579 -0.88947  0.26
C 3.44904 -5.28167 -0.04409  -1.23
C 2.25579 -4.81097 0.46856  -0.18
C 1.82075 -3.52335 0.14891  -0.46
C 2.58699 -2.73249 -0.69450  0.38
C 3.78223 -3.20302 -1.22208  -0.64
P 0.22208 -2.89574 0.77882  2.08
C -0.88205 -4.27733 0.28452  -0.05
C -1.41660 -5.22972 1.14737  -0.08
C -2.31186 -6.17538 0.66799  -1.16
C -2.66401 -6.18116 -0.67190  -0.07
C -2.07712 -5.28643 -1.55520  -0.87
C -1.18945 -4.34298 -1.07414  -0.17
C -3.74296 -7.11241 -1.16387  0.72
F -3.82297 -8.22273 -0.42808  -0.27
F -4.93787 -6.49482 -1.09576  -0.25
F -3.55088 -7.46875 -2.43763  -0.27
C 0.40889 -3.13266 2.59184  0.64
C 1.67109 -3.16840 3.18974  -0.37
C 1.80030 -3.26690 4.56730  -1.37
C 0.66561 -3.32512 5.36174  -0.23
C -0.59605 -3.30909 4.78471  -0.78
C -0.72066 -3.20220 3.40950  -0.71
C 0.80808 -3.30086 6.86437  0.75
F -0.26247 -3.80870 7.47650  -0.27
F 1.88640 -3.96897 7.27328  -0.26
F 0.94253 -2.02353 7.27571  -0.27
H 3.79607 -6.27616 0.20493  0.48
H 1.66218 -5.44504 1.11568  0.59
H 2.24291 -1.73673 -0.94029  -0.81
H 4.37986 -2.59504 -1.88725  0.68
H -1.13891 -5.27167 2.18979  0.65
H -2.73456 -6.91014 1.34001  0.54
H -2.31585 -5.32557 -2.60947  0.78
H -0.72400 -3.64869 -1.76408  -0.17
H 2.56638 -3.14913 2.58094  0.63
H 2.78164 -3.30708 5.02130  0.50
H -1.47547 -3.38032 5.41088  0.54
H -1.71297 -3.18168 2.97577  0.35


Formula: C52H55ClN4P3PrSe2Te
Source: the OMol25 dataset
Level of theory: ωB97M-V with the def2-TZVPD basis set

The calculation puts the orbital gap (alpha / beta) at 6.606 / 6.632 eV. Its LUMO energy (alpha / beta) is -0.0038 / -0.0038 Eh. As for the calculated total energy: -9305.75439 Eh. The max |F| comes out at 3.4 eV Å⁻¹. The multiplicity is 3. For the HOMO energy (alpha / beta), the calculation gives -6.71 / -6.73 eV.

Last column: Mulliken charge in e.
Geometry (Å):
Pr -0.67056 1.92591 0.87757  1.00
Se 1.95100 2.29731 -1.12451  -0.25
P 0.87888 4.11035 -1.70272  0.71
Se -0.88891 4.64934 -0.48128  -0.42
C 0.40511 3.97349 -3.39922  0.26
C 1.29197 3.35102 -4.28166  -0.38
C 0.78306 2.87381 -5.47140  -0.76
C -0.53975 3.10066 -5.83762  -0.34
C -1.35774 3.89618 -5.04595  -0.68
C -0.82274 4.40342 -3.85445  -0.35
C 2.00879 5.50959 -1.62521  0.36
C 2.82546 5.62489 -0.48408  -0.32
C 3.84732 6.55098 -0.47605  -0.85
C 3.96627 7.46934 -1.53177  -0.33
C 3.06605 7.51913 -2.54749  -0.70
C 2.08427 6.53452 -2.61049  -0.33
H 2.32073 3.23501 -4.00263  0.56
H 1.34870 2.26570 -6.18281  0.36
H -0.91981 2.70162 -6.81048  0.34
H -2.41490 4.10726 -5.30437  0.36
H -1.39441 5.14149 -3.26716  0.41
H 2.68315 4.95172 0.33697  0.39
H 4.59415 6.63833 0.30510  0.40
H 4.72957 8.21576 -1.42140  0.37
H 3.07680 8.38291 -3.23139  0.35
H 1.33372 6.56752 -3.38723  0.38
N 1.47349 0.92955 2.11478  0.23
C 1.55108 1.41142 3.48832  -0.39
C 1.40511 2.90973 3.62530  -0.61
N 0.14305 3.39718 3.04082  -0.27
H 1.69380 -0.07223 2.05987  -0.17
H 2.22470 1.35767 1.53176  -0.06
H 2.50520 0.99739 3.94746  0.38
H 0.73682 0.94965 4.04981  0.22
H 2.29662 3.40481 3.15550  0.13
H 1.40934 3.10295 4.72489  0.36
H 0.27832 4.38930 2.77826  0.23
H -0.56307 3.41348 3.79619  0.23
C -2.38922 -0.77792 4.48873  -0.85
C -3.60993 -0.20560 4.78816  -0.62
C -4.15831 0.70661 3.84122  -0.96
C -3.36113 1.10651 2.75552  0.78
N -2.09625 0.65040 2.53199  0.57
C -1.71149 -0.33976 3.36761  -0.26
C -3.89704 1.94002 1.72713  0.47
C -5.18619 2.49101 1.90075  -0.98
C -5.82635 3.13783 0.84010  -0.81
C -5.16938 3.22657 -0.39441  -0.47
C -3.87368 2.77454 -0.55262  -0.65
C -3.24473 2.22447 0.53992  0.80
H -1.83815 -1.52009 5.12717  0.38
H -4.19061 -0.47226 5.69633  0.39
H -5.11679 1.17827 4.05194  0.30
H -0.77701 -0.91874 3.09157  0.32
H -5.65939 2.49374 2.87296  0.32
H -6.89224 3.51669 0.97243  0.27
H -5.72927 3.56822 -1.26098  0.40
H -3.35552 2.82958 -1.52083  0.46
C -0.66770 -4.38697 -1.69950  -1.07
N -0.64522 -3.28608 -0.77807  0.37
P -1.97854 -3.12773 0.41679  0.79
C -2.34652 -4.86510 0.80088  0.24
C -3.02762 -5.79442 -0.00576  0.01
C -3.31478 -7.10134 0.43919  -0.60
C -2.96564 -7.47255 1.70853  -0.38
C -2.48429 -6.53072 2.60598  -0.64
C -2.10903 -5.26704 2.16043  -0.58
C -3.37631 -2.81530 -0.59888  0.82
C -4.60627 -2.93749 0.09378  -0.97
C -5.78254 -2.63314 -0.55482  -0.69
C -5.79142 -2.27312 -1.89992  -0.59
C -4.60622 -2.17509 -2.56646  -0.61
C -3.38394 -2.33080 -1.91099  -0.29
P 0.80263 -2.32158 -0.46348  0.52
C 1.71679 -2.37308 -2.04973  0.15
C 1.88350 -1.19015 -2.81212  -0.27
C 2.55479 -1.26752 -4.06010  -0.38
C 3.11999 -2.48139 -4.48058  -0.57
C 3.07497 -3.59904 -3.60468  -0.66
C 2.40988 -3.54128 -2.38037  -0.25
C 1.84995 -3.22295 0.66712  0.33
C 1.38042 -4.25644 1.48597  -0.44
C 2.25645 -5.00440 2.27083  -0.43
C 3.59570 -4.65566 2.25543  -0.50
C 4.07973 -3.55264 1.54985  -0.55
C 3.20433 -2.81560 0.75602  -0.61
H -1.68329 -4.67839 -1.96609  0.35
H -0.16254 -5.27475 -1.28402  0.16
H -0.14337 -4.15163 -2.64027  0.31
H -3.46807 -5.47973 -0.94330  0.20
H -3.83100 -7.81864 -0.23108  0.34
H -3.20857 -8.52128 2.00933  0.30
H -2.32889 -6.79345 3.66890  0.34
H -1.68832 -4.57424 2.86224  0.46
H -4.64388 -3.37812 1.10064  0.37
H -6.70948 -2.77942 -0.03988  0.46
H -6.69914 -2.21060 -2.46745  0.43
H -4.58019 -2.04259 -3.66627  0.33
H -2.47593 -2.24699 -2.48162  0.43
H 1.38988 -0.26232 -2.55741  0.35
H 2.67492 -0.35388 -4.69807  0.32
H 3.53999 -2.50452 -5.47922  0.39
H 3.61290 -4.52391 -3.90018  0.33
H 2.43300 -4.41524 -1.71124  0.42
H 0.29696 -4.45320 1.54793  0.05
H 1.88180 -5.89362 2.81353  0.41
H 4.35111 -5.18543 2.86002  0.30
H 5.15764 -3.27970 1.63523  0.37
H 3.52382 -1.84396 0.28424  0.36
Cl -1.23836 0.11302 -1.16541  -0.65
C 6.38137 1.94874 3.60977  -1.06
Te 5.18474 2.53976 1.94587  0.27
C 6.52078 1.63979 0.46192  -1.09
H 7.28928 2.55150 3.76798  0.33
H 6.57334 0.86242 3.50269  0.31
H 5.69207 2.01417 4.45919  0.30
H 6.30017 2.04158 -0.52093  0.31
H 6.44868 0.53961 0.47762  0.33
H 7.50752 1.89536 0.78412  0.38


- Which value of multiplicity does entry 2 give?
  3